Record 1
64
Properties=species:S:1:pos:R:3:mulliken_charge:R:1 method="wB97M-V/def2-TZVPD" lumo_energy_ev=0.03 orbital_gap_ev=9.2 total_energy_ev=-44652.60460 e_homo_ev=-9.1 e_above_lowest_kcal_mol=47.2
C -4.124 -2.965 0.072 -1.225
C -4.154 -1.948 -1.031 0.910
O -5.107 -1.810 -1.764 -0.608
C -2.961 -1.060 -1.161 0.188
C -3.063 0.035 -2.019 -0.947
C -2.013 0.920 -2.163 -1.328
C -0.848 0.735 -1.440 0.128
C -0.740 -0.349 -0.573 -0.931
N 0.480 -0.547 0.131 0.654
C 0.621 -0.532 1.475 1.027
O 1.691 -0.763 2.016 -0.704
C -0.585 -0.197 2.346 -1.188
N -1.528 0.735 1.793 -0.104
C -2.842 0.420 1.670 0.286
O -3.307 -0.629 2.081 -0.719
C -3.643 1.420 0.963 0.573
C -4.968 1.391 0.611 -0.485
C -5.203 2.567 -0.130 -0.484
C -4.010 3.224 -0.178 -0.610
O -3.060 2.544 0.477 -0.355
C 1.667 -0.739 -0.712 1.025
C 2.527 0.553 -0.699 -0.771
O 2.434 1.350 -1.612 -0.679
N 3.311 0.681 0.377 0.153
C 4.169 1.823 0.640 -0.016
C 3.405 3.167 0.693 -0.833
C 3.965 4.005 -0.457 -0.494
C 5.405 3.517 -0.580 -0.816
C 5.251 2.006 -0.443 -0.755
C 2.428 -1.999 -0.376 0.471
C 1.787 -3.114 0.151 -0.543
C 2.531 -4.255 0.403 -0.582
N 3.824 -4.353 0.152 -0.655
C 4.429 -3.303 -0.372 -0.575
C 3.785 -2.109 -0.657 -0.535
C -1.781 -1.258 -0.450 0.454
H -3.969 -2.450 1.020 0.277
H -3.313 -3.673 -0.082 0.340
H -5.069 -3.502 0.095 0.403
H -3.985 0.168 -2.565 0.524
H -2.099 1.760 -2.835 0.444
H -0.018 1.417 -1.552 0.542
H -1.146 -1.114 2.563 0.294
H -0.175 0.172 3.293 0.507
H -1.204 1.631 1.465 0.250
H -5.668 0.618 0.854 0.590
H -6.129 2.879 -0.567 0.489
H -3.722 4.153 -0.630 0.514
H 1.297 -0.836 -1.741 0.602
H 3.183 0.002 1.119 0.425
H 4.636 1.621 1.607 0.638
H 3.591 3.658 1.649 0.416
H 2.332 3.010 0.595 0.088
H 3.425 3.769 -1.373 0.170
H 3.892 5.075 -0.266 0.426
H 6.009 3.913 0.239 0.294
H 5.867 3.802 -1.523 0.392
H 4.881 1.598 -1.383 0.307
H 6.179 1.502 -0.181 0.408
H 0.730 -3.098 0.370 0.232
H 2.067 -5.137 0.823 0.404
H 5.486 -3.423 -0.573 0.403
H 4.331 -1.286 -1.091 0.422
H -1.670 -2.104 0.209 0.274

=====

Record 2
64
Properties=species:S:1:pos:R:3:mulliken_charge:R:1 method="wB97M-V/def2-TZVPD" lumo_energy_ev="-15.75 / -15.77" orbital_gap_ev="4.4 / 4.4" total_energy_ev=-72405.88706 e_homo_ev="-20.2 / -20.2" charge=+4 e_above_lowest_kcal_mol=5.9
V 0.353 0.798 0.337 0.493
C 0.224 2.637 2.890 -1.198
N 0.401 2.975 1.456 -0.332
C -0.712 3.765 0.854 -1.103
C -1.307 2.981 -0.259 0.090
N -0.937 1.760 -0.669 0.588
C -1.763 1.398 -1.793 0.412
C -1.758 0.272 -2.594 -0.571
C -2.710 0.263 -3.638 -0.778
C -3.581 1.337 -3.853 -0.597
C -3.561 2.479 -3.039 -1.030
C -2.627 2.476 -2.015 0.811
N -2.312 3.475 -1.027 -0.002
C -0.590 1.381 2.926 0.438
N -0.584 0.448 1.956 0.457
C -1.429 -0.633 2.390 0.621
C -1.743 -1.834 1.779 -0.485
C -2.600 -2.678 2.519 -0.819
C -3.096 -2.317 3.779 -0.648
C -2.754 -1.101 4.387 -0.943
C -1.911 -0.288 3.656 0.545
N -1.358 1.009 3.975 -0.011
H -0.327 3.419 3.449 0.538
H 1.196 2.474 3.384 0.422
H 1.299 3.450 1.273 0.442
H -0.360 4.748 0.486 0.579
H -1.517 3.969 1.577 0.434
H -1.061 -0.547 -2.437 0.399
H -2.757 -0.595 -4.326 0.441
H -4.307 1.260 -4.665 0.444
H -4.221 3.332 -3.208 0.480
H -2.765 4.393 -0.909 0.321
H -1.378 -2.076 0.787 0.244
H -2.908 -3.633 2.095 0.466
H -3.773 -3.006 4.297 0.445
H -3.126 -0.776 5.366 0.473
H -1.477 1.553 4.837 0.321
N 4.505 3.645 -3.237 -0.229
C 4.261 2.999 -2.326 -0.513
C 3.917 2.213 -1.169 0.073
C 4.901 1.766 -0.260 0.050
C 4.488 1.052 0.867 -0.982
C 3.144 0.790 1.074 -0.260
N 2.212 1.224 0.153 0.278
C 2.589 1.954 -0.959 -0.031
H 5.942 2.020 -0.477 0.599
H 5.183 0.712 1.638 0.498
H 2.774 0.229 1.937 0.577
H 1.831 2.276 -1.675 0.597
C 2.547 -4.176 -0.244 -0.976
Si 1.095 -3.805 -1.372 -0.006
C 1.823 -4.069 -3.078 -0.987
C -0.563 -4.728 -1.289 -0.970
C 0.744 -2.016 -0.874 1.274
C 0.521 -0.878 -0.402 -0.596
H 2.914 -5.212 -0.268 0.394
H 2.365 -3.920 0.808 0.353
H 3.394 -3.552 -0.574 0.319
H 2.433 -4.986 -3.169 0.370
H 2.503 -3.252 -3.364 0.363
H 1.085 -4.123 -3.899 0.345
H -0.497 -5.755 -1.698 0.390
H -1.313 -4.182 -1.896 0.361
H -0.959 -4.792 -0.267 0.326

=====

Record 3
59
Properties=species:S:1:pos:R:3:mulliken_charge:R:1 method="wB97M-V/def2-TZVPD" lumo_energy_ev="-0.25 / -0.97" orbital_gap_ev="6.1 / 5.8" total_energy_ev=-51664.67343 e_homo_ev="-6.4 / -6.8"
Rh 0.172 0.359 0.446 -0.364
C 2.929 1.880 0.163 -1.102
C 2.987 0.567 -0.551 0.752
C 4.157 0.165 -1.240 -1.002
C 4.156 -1.019 -1.918 -0.817
C 3.004 -1.843 -1.914 1.025
C 2.958 -3.086 -2.585 -0.921
C 1.817 -3.842 -2.509 -0.642
C 0.709 -3.402 -1.768 -0.526
C 0.708 -2.192 -1.103 1.057
S -0.672 -1.644 -0.185 -0.437
C 1.884 -1.395 -1.195 -0.992
N 1.908 -0.187 -0.542 0.533
H 3.917 2.329 0.248 0.519
H 2.516 1.749 1.167 0.010
H 2.275 2.565 -0.384 0.168
H 5.023 0.810 -1.218 0.488
H 5.033 -1.355 -2.458 0.404
H 3.829 -3.419 -3.135 0.383
H 1.758 -4.800 -3.009 0.386
H -0.168 -4.035 -1.714 0.439
C -1.800 4.940 -4.843 -0.422
C -0.928 3.970 -5.312 -0.582
C -0.434 3.005 -4.450 -0.557
C -0.800 2.982 -3.104 0.831
C -1.671 3.972 -2.642 -0.209
C -2.165 4.937 -3.503 -0.764
C -0.230 1.930 -2.242 -0.500
C -0.531 1.630 -0.983 0.135
C -1.477 2.102 0.011 0.327
C -0.924 2.540 1.223 -0.109
C -1.738 2.831 2.323 -0.657
C -3.100 2.672 2.217 -0.558
C -3.666 2.209 1.019 -0.664
C -2.875 1.910 -0.063 -0.326
H -2.188 5.697 -5.513 0.376
H -0.633 3.964 -6.354 0.370
H 0.245 2.248 -4.824 0.385
H -1.959 3.996 -1.600 0.478
H -2.839 5.694 -3.123 0.380
H 0.530 1.320 -2.726 0.216
H 0.147 2.739 1.269 0.470
H -1.294 3.179 3.246 0.405
H -3.742 2.892 3.060 0.381
H -4.738 2.075 0.949 0.410
H -3.305 1.525 -0.978 0.502
C -1.531 -0.880 3.313 -1.041
Si 0.217 -0.561 2.680 1.052
C 1.221 -2.154 2.774 -1.211
C 1.042 0.715 3.817 -1.145
H -1.576 -0.920 4.404 0.347
H -1.896 -1.833 2.924 0.275
H -2.223 -0.103 2.981 0.212
H 1.272 -2.528 3.802 0.383
H 2.247 -2.004 2.428 0.256
H 0.764 -2.921 2.148 0.254
H 0.885 0.438 4.864 0.430
H 0.641 1.721 3.683 0.231
H 2.122 0.760 3.654 0.281

=====

Repeat the third record exactly.
59
Properties=species:S:1:pos:R:3:mulliken_charge:R:1 method="wB97M-V/def2-TZVPD" lumo_energy_ev="-0.25 / -0.97" orbital_gap_ev="6.1 / 5.8" total_energy_ev=-51664.67343 e_homo_ev="-6.4 / -6.8"
Rh 0.172 0.359 0.446 -0.364
C 2.929 1.880 0.163 -1.102
C 2.987 0.567 -0.551 0.752
C 4.157 0.165 -1.240 -1.002
C 4.156 -1.019 -1.918 -0.817
C 3.004 -1.843 -1.914 1.025
C 2.958 -3.086 -2.585 -0.921
C 1.817 -3.842 -2.509 -0.642
C 0.709 -3.402 -1.768 -0.526
C 0.708 -2.192 -1.103 1.057
S -0.672 -1.644 -0.185 -0.437
C 1.884 -1.395 -1.195 -0.992
N 1.908 -0.187 -0.542 0.533
H 3.917 2.329 0.248 0.519
H 2.516 1.749 1.167 0.010
H 2.275 2.565 -0.384 0.168
H 5.023 0.810 -1.218 0.488
H 5.033 -1.355 -2.458 0.404
H 3.829 -3.419 -3.135 0.383
H 1.758 -4.800 -3.009 0.386
H -0.168 -4.035 -1.714 0.439
C -1.800 4.940 -4.843 -0.422
C -0.928 3.970 -5.312 -0.582
C -0.434 3.005 -4.450 -0.557
C -0.800 2.982 -3.104 0.831
C -1.671 3.972 -2.642 -0.209
C -2.165 4.937 -3.503 -0.764
C -0.230 1.930 -2.242 -0.500
C -0.531 1.630 -0.983 0.135
C -1.477 2.102 0.011 0.327
C -0.924 2.540 1.223 -0.109
C -1.738 2.831 2.323 -0.657
C -3.100 2.672 2.217 -0.558
C -3.666 2.209 1.019 -0.664
C -2.875 1.910 -0.063 -0.326
H -2.188 5.697 -5.513 0.376
H -0.633 3.964 -6.354 0.370
H 0.245 2.248 -4.824 0.385
H -1.959 3.996 -1.600 0.478
H -2.839 5.694 -3.123 0.380
H 0.530 1.320 -2.726 0.216
H 0.147 2.739 1.269 0.470
H -1.294 3.179 3.246 0.405
H -3.742 2.892 3.060 0.381
H -4.738 2.075 0.949 0.410
H -3.305 1.525 -0.978 0.502
C -1.531 -0.880 3.313 -1.041
Si 0.217 -0.561 2.680 1.052
C 1.221 -2.154 2.774 -1.211
C 1.042 0.715 3.817 -1.145
H -1.576 -0.920 4.404 0.347
H -1.896 -1.833 2.924 0.275
H -2.223 -0.103 2.981 0.212
H 1.272 -2.528 3.802 0.383
H 2.247 -2.004 2.428 0.256
H 0.764 -2.921 2.148 0.254
H 0.885 0.438 4.864 0.430
H 0.641 1.721 3.683 0.231
H 2.122 0.760 3.654 0.281